Record 1
Density functional theory data (the ωB97M-V functional and the def2-TZVPD basis) for a structure of composition C26H32Br26F9N3O5PS2 at a distorted geometry.

```
104
Properties=species:S:1:pos:R:3:mulliken_charge:R:1
C 2.65 -4.84 6.66 -1.440
C 2.11 -3.95 5.56 0.583
Br 0.21 -4.15 5.27 -0.073
C 2.83 -3.12 4.85 -1.397
Br 4.72 -3.10 5.25 -0.053
C 2.30 -2.20 3.74 -0.099
N 1.68 -3.05 2.69 0.528
C 1.23 -2.18 1.71 -1.354
N 1.83 -2.03 0.57 0.781
P 1.17 -0.85 -0.59 0.001
S -0.16 -1.61 -1.76 -0.153
N 0.10 -1.42 2.04 1.646
C -0.98 -2.43 2.28 -0.606
C -2.32 -2.10 1.59 -0.974
O -2.60 -3.12 0.58 -0.454
C -3.35 -2.48 -0.39 0.366
O -4.48 -2.30 -0.20 -0.469
C 0.36 -0.52 3.20 -0.692
C -0.93 -0.02 3.87 -1.213
C -1.79 0.87 2.89 -0.740
C -3.31 0.64 3.07 -0.656
C -4.05 1.93 3.50 -0.926
O -3.62 3.08 2.80 -0.519
C 1.37 -1.07 4.25 0.209
S 2.33 0.24 5.06 1.741
O 2.80 -0.32 6.28 -0.732
O 1.59 1.42 5.33 -0.681
C 3.86 0.74 4.11 0.648
F 4.81 -0.17 4.20 -0.233
F 4.33 1.79 4.76 -0.272
C 3.63 1.22 2.65 0.461
F 3.36 0.19 1.82 -0.293
F 2.64 2.10 2.70 -0.280
C 4.85 2.01 2.06 0.594
F 6.02 1.50 2.42 -0.252
F 4.81 3.27 2.47 -0.280
C 4.82 2.06 0.49 0.669
F 5.38 0.97 0.00 -0.277
F 3.62 2.25 0.02 -0.150
F 5.60 3.05 0.12 -0.215
H 1.95 -5.67 6.85 0.398
H 3.61 -5.29 6.40 0.458
H 2.67 -4.26 7.59 0.312
H 3.21 -1.76 3.29 1.050
H 2.40 -3.63 2.23 -0.388
H 2.67 -2.58 0.35 -0.097
H 0.59 0.24 0.10 0.077
H 2.24 -0.32 -1.34 0.142
H -0.66 -3.38 1.82 0.718
H -1.14 -2.66 3.34 0.090
H -2.28 -1.14 1.06 0.449
H -3.13 -2.17 2.33 0.254
H -2.89 -2.14 -1.33 0.273
H 0.81 0.40 2.79 0.000
H -0.66 0.66 4.70 0.755
H -1.51 -0.83 4.33 0.611
H -1.53 1.91 3.10 0.712
H -1.44 0.67 1.87 0.269
H -3.53 -0.13 3.82 0.374
H -3.75 0.29 2.13 0.245
H -5.14 1.83 3.36 0.413
H -3.88 2.09 4.57 0.320
H -4.10 3.19 1.98 0.309
H 0.77 -1.50 5.06 0.348
C 1.83 3.74 -3.31 -0.355
Br 1.82 1.94 -2.60 0.103
Br 0.90 3.82 -5.00 -0.064
Br 1.14 5.00 -2.04 -0.023
H 2.86 4.00 -3.49 0.408
C -0.29 -1.22 -6.25 -0.438
Br -1.78 -1.74 -5.15 0.110
Br 0.52 0.42 -5.62 0.056
Br 1.00 -2.64 -6.42 -0.035
H -0.68 -1.02 -7.24 0.358
C -5.18 -3.18 -6.26 -0.322
Br -5.30 -2.43 -4.48 0.037
Br -6.33 -4.71 -6.47 -0.020
Br -5.51 -1.85 -7.62 0.027
H -4.16 -3.52 -6.39 0.288
C -5.20 1.98 -7.97 0.021
Br -4.12 2.93 -9.27 -0.046
Br -4.35 1.89 -6.25 0.100
Br -6.98 2.72 -7.85 -0.034
H -5.31 0.96 -8.33 -0.048
C -6.84 1.28 -2.36 -0.335
Br -5.90 2.95 -2.11 -0.046
Br -7.22 0.95 -4.22 -0.030
Br -5.87 -0.20 -1.57 0.039
H -7.78 1.36 -1.85 0.377
C -6.56 6.57 -9.50 -0.219
Br -5.47 7.48 -10.80 -0.011
Br -5.71 6.49 -7.78 0.004
Br -8.33 7.32 -9.39 -0.011
H -6.67 5.54 -9.84 0.228
C 4.15 -5.46 -0.42 -0.405
Br 4.07 -4.85 1.42 -0.020
Br 2.97 -6.94 -0.73 0.047
Br 3.84 -4.01 -1.65 0.017
H 5.16 -5.81 -0.58 0.394
C 9.27 4.84 0.10 -0.358
Br 7.79 4.35 1.24 0.054
Br 10.15 6.44 0.72 -0.021
Br 10.51 3.37 -0.11 -0.014
H 8.86 5.05 -0.88 0.348
```

Computed properties:
* net charge: +1
* maximum force: 3.40 eV Å⁻¹
* lowest unoccupied orbital energy: -3.874 eV
* gap between HOMO and LUMO: 7.292 eV
* 2S+1: 1
* E: -1918697.47279 eV

=====

Record 2
Density functional theory data (the ωB97M-V functional and the def2-TZVPD basis) for a cluster of 4 separate species, C30H60BrF4N5O9PS3 in total at a distorted geometry.

```
113
Properties=species:S:1:pos:R:3:mulliken_charge:R:1
C -2.16 3.09 3.99 -0.806
C -1.17 3.90 3.13 -0.943
C -0.31 3.06 2.22 -0.402
O -1.19 2.49 1.20 -0.491
N -0.46 1.85 0.23 2.211
C -0.14 2.62 -1.00 -1.018
C -0.55 4.09 -0.92 0.262
C -2.02 4.34 -1.21 -1.105
Br 0.54 4.97 -2.27 -0.093
C -0.09 0.62 0.46 -2.222
N -0.50 -0.06 1.56 0.797
C -1.24 -1.29 1.18 1.016
C -2.56 -0.97 0.49 -0.746
C -3.59 -0.08 1.21 -1.312
O -4.01 0.97 0.36 -0.317
C -5.05 0.59 -0.51 -0.585
C -4.81 1.23 -1.86 0.742
F -3.56 0.99 -2.31 -0.192
F -4.98 2.55 -1.85 -0.282
F -5.66 0.72 -2.76 -0.302
C -1.38 -2.18 2.44 -0.904
C -2.71 -2.86 2.66 0.063
C -3.51 -2.44 3.86 -1.316
N -3.07 -3.75 1.82 -0.451
O -0.49 -1.98 0.18 -0.104
C 0.72 -1.47 -0.42 0.570
N 0.68 -2.01 -1.79 0.441
C -0.41 -2.98 -2.03 0.791
C -1.72 -2.56 -2.64 -1.017
O -0.21 -4.13 -1.77 -0.547
C 0.98 -1.11 -2.90 0.367
C 0.02 -0.09 -3.43 -0.363
O 2.06 -1.22 -3.42 -0.515
P 2.27 -2.35 0.31 -0.133
C 2.04 -2.10 2.13 -0.805
O 1.80 -3.89 0.16 -0.549
N 0.80 0.01 -0.41 1.571
C 2.15 0.64 -0.13 -2.033
C 3.13 0.78 -1.29 1.232
C 4.07 1.93 -0.94 -1.321
F 3.85 -0.38 -1.51 -0.497
H -1.81 2.99 5.01 0.316
H -2.31 2.09 3.57 -0.006
H -3.13 3.58 4.02 0.336
H -1.67 4.67 2.56 0.318
H -0.47 4.42 3.79 0.507
H 0.45 3.67 1.73 0.592
H 0.21 2.26 2.77 0.318
H 0.92 2.55 -1.22 0.144
H -0.73 2.17 -1.81 0.006
H -0.27 4.54 0.02 0.139
H -2.37 3.69 -2.01 0.282
H -2.61 4.10 -0.32 0.228
H -2.21 5.37 -1.49 0.500
H -1.07 0.51 2.17 0.275
H -3.01 -1.91 0.18 1.620
H -2.31 -0.44 -0.44 -0.546
H -4.45 -0.69 1.49 0.480
H -3.22 0.36 2.14 0.105
H -5.09 -0.49 -0.69 0.350
H -6.02 0.94 -0.14 0.423
H -1.08 -1.61 3.32 0.608
H -0.63 -2.96 2.31 -0.008
H -4.29 -3.16 4.08 0.410
H -2.85 -2.35 4.72 0.395
H -3.94 -1.44 3.71 0.183
H -3.98 -4.11 2.12 0.219
H -1.63 -2.58 -3.73 0.334
H -2.44 -3.33 -2.37 0.368
H -2.08 -1.59 -2.31 0.048
H -0.03 -0.17 -4.51 0.590
H 0.46 0.88 -3.21 -0.094
H -0.97 -0.11 -2.99 -0.268
H 1.60 -1.15 2.41 0.169
H 1.48 -2.92 2.58 0.349
H 3.04 -2.14 2.55 0.420
H 0.89 -4.08 0.45 0.396
H 2.62 0.23 0.77 0.460
H 1.93 1.68 0.11 0.509
H 2.58 1.04 -2.19 -0.281
H 4.43 1.84 0.09 0.304
H 3.51 2.86 -1.00 0.414
H 4.93 1.96 -1.61 0.340
C 9.41 0.54 -0.29 -1.013
S 7.71 0.88 -0.74 0.525
O 7.07 1.52 0.44 -0.615
C 7.17 -0.83 -0.77 -0.549
H 9.93 1.49 -0.18 0.351
H 9.43 -0.01 0.65 0.303
H 9.89 -0.04 -1.08 0.366
H 7.35 -1.28 0.20 0.309
H 7.71 -1.36 -1.55 0.400
H 6.10 -0.84 -0.99 -0.054
C -6.81 -7.64 3.41 -0.982
S -5.29 -6.71 3.62 0.508
O -5.66 -5.27 3.75 -0.600
C -4.71 -6.93 1.94 -0.927
H -7.35 -7.60 4.36 0.333
H -7.41 -7.19 2.62 0.314
H -6.57 -8.67 3.17 0.387
H -5.45 -6.54 1.25 0.310
H -4.53 -7.99 1.75 0.416
H -3.77 -6.38 1.83 0.262
C 3.77 3.79 -4.57 -0.524
S 4.92 4.40 -3.33 0.560
O 4.09 4.96 -2.23 -0.608
C 5.52 5.79 -4.29 -1.056
H 3.25 2.93 -4.15 -0.132
H 3.05 4.57 -4.82 0.309
H 4.32 3.48 -5.46 0.421
H 4.69 6.44 -4.56 0.325
H 6.03 5.42 -5.18 0.372
H 6.23 6.33 -3.66 0.348
```

Computed properties:
* net charge: +1
* maximum force: 1.33 eV Å⁻¹
* lowest unoccupied orbital energy: -2.884 eV
* gap between HOMO and LUMO: 7.575 eV
* 2S+1: 1
* E: -180657.51365 eV

=====

Record 3
Density functional theory data (the ωB97M-V functional and the def2-TZVPD basis) for a cluster of 2 separate species, C4H12NO2S in total at a distorted geometry.

```
20
Properties=species:S:1:pos:R:3:mulliken_charge:R:1
C 0.95 0.01 1.61 -0.817
O 1.83 -0.98 1.65 -0.765
C 0.38 0.26 0.16 0.380
C -0.79 1.36 0.10 -1.084
C -2.25 1.01 -0.24 -0.617
S -2.41 0.23 -2.00 -0.346
N -0.24 -1.05 -0.40 -0.686
H 1.23 1.14 2.03 0.185
H 0.03 -0.21 2.28 0.287
H 1.18 0.50 -0.48 0.523
H -0.46 2.24 -0.44 0.363
H -0.90 1.76 1.11 0.350
H -2.67 0.42 0.66 0.264
H -2.85 1.96 -0.37 0.368
H -1.62 -0.71 -1.54 0.257
H -0.35 -1.61 0.40 0.226
H 0.59 -1.46 -0.77 0.234
H 3.18 -0.82 0.96 0.406
H 4.63 -0.07 1.04 0.243
O 4.24 -0.93 0.85 -0.772
```

Computed properties:
* net charge: -1
* maximum force: 3.84 eV Å⁻¹
* lowest unoccupied orbital energy: 3.282 eV
* gap between HOMO and LUMO: 7.254 eV
* energy relative to the best compared isomer or geometry (same formula, charge and spin): 160.8 kJ/mol
* 2S+1: 1
* E: -20762.39581 eV

=====

Record 4
Density functional theory data (the ωB97M-V functional and the def2-TZVPD basis) for a cluster of 2 separate species, C15H21ClI2N2O2P in total at a distorted geometry.

```
44
Properties=species:S:1:pos:R:3:mulliken_charge:R:1
C -1.52 -0.56 0.88 -0.980
C -1.29 1.00 0.47 -0.302
C -1.23 1.17 -1.14 -0.088
Cl -2.00 2.71 -1.77 -0.112
C 0.28 0.94 -1.59 0.013
C 0.69 -0.43 -2.25 -0.574
N 2.06 -0.71 -2.64 -0.037
C 3.14 0.25 -2.45 -0.352
C 2.84 1.66 -1.85 0.005
C 3.98 2.76 -1.61 -0.804
I 4.56 4.23 -3.10 0.143
C 4.60 2.73 -0.32 0.229
C 5.74 3.73 0.18 -1.025
I 3.91 1.25 1.16 0.062
C 1.37 2.04 -1.40 0.613
P 1.11 3.78 -0.68 0.496
O 0.41 4.81 -1.86 -0.464
O 0.22 3.75 0.78 -0.397
H -1.70 -0.62 2.02 0.331
H -2.35 -1.07 0.28 0.260
H -0.50 -1.07 0.69 0.191
H -2.10 1.64 0.95 0.407
H -0.23 1.25 0.85 0.185
H -1.86 0.30 -1.57 0.348
H -0.13 -1.21 -2.41 0.386
H 2.29 -1.62 -3.07 0.322
H 4.21 0.03 -2.74 0.453
H 5.49 4.02 1.26 0.323
H 6.73 3.12 0.20 0.284
H 5.83 4.70 -0.42 0.383
H 0.62 4.48 -2.77 0.336
H -0.05 4.68 0.99 0.343
C -3.07 -5.32 1.17 -1.122
C -4.20 -5.13 2.18 -0.420
C -4.49 -3.67 2.49 -0.338
C -3.35 -3.00 3.14 0.282
N -2.45 -2.48 3.63 -0.505
H -2.13 -4.92 1.55 0.336
H -2.92 -6.38 0.96 0.329
H -3.30 -4.81 0.23 0.292
H -3.96 -5.67 3.10 0.304
H -5.11 -5.59 1.77 0.307
H -5.36 -3.61 3.16 0.285
H -4.76 -3.13 1.57 0.273
```

Computed properties:
* net charge: +1
* maximum force: 5.42 eV Å⁻¹
* lowest unoccupied orbital energy: -5.091 eV
* gap between HOMO and LUMO: 5.902 eV
* 2S+1: 1
* E: -60971.20417 eV